Entry 1:
The following is a DFT calculation (the ωB97M-V functional and the def2-TZVPD basis) of a 5-piece molecular cluster, C35H61Cl8FN2O8P overall.

Atoms and positions in Å:
H1 1.52 -5.47 -2.65
H2 -0.61 -6.48 -0.77
H3 5.64 8.30 -2.19
H4 -1.48 0.77 0.21
H5 -0.58 0.48 -2.41
C1 -2.77 -3.55 -0.48
H6 -2.41 -1.04 -3.12
O1 1.73 -1.35 2.35
N1 3.26 1.57 0.00
H7 -0.73 4.03 -2.19
C2 2.16 2.25 2.07
C3 5.46 7.81 -3.15
H8 6.60 0.79 7.78
H9 0.04 -7.22 -2.23
C4 -1.59 0.86 -2.60
C5 -8.36 -2.70 -1.61
O2 -0.52 -0.42 2.95
C6 -1.62 -0.30 0.16
H10 -9.62 -3.19 -3.29
H11 -5.08 -3.58 0.77
H12 1.49 2.80 1.41
H13 7.45 7.03 -3.42
H14 4.13 2.03 -0.23
C7 0.28 -3.51 -0.41
C8 4.54 1.42 7.96
H15 6.37 6.00 -2.48
C9 -0.24 -6.27 -1.78
H16 2.06 -2.23 2.61
H17 -7.32 -2.79 -1.31
H18 4.68 2.02 8.86
H19 4.89 0.25 1.79
H20 -1.07 -5.86 -2.37
H21 -3.60 0.11 -2.60
H22 -4.52 -4.74 2.06
C10 -1.92 2.18 -1.89
H23 4.74 3.13 -4.70
H24 0.44 0.68 -0.74
Cl1 3.25 4.12 -3.18
O3 -0.45 3.25 -0.23
C11 3.90 0.82 3.59
Cl2 -9.36 -3.58 -0.44
C12 -2.87 -3.69 1.05
C13 4.07 0.82 2.22
C14 0.81 -0.06 -0.03
H25 -1.62 1.07 -3.68
H26 3.55 0.98 7.99
C15 -2.61 -0.28 -2.35
C16 -4.50 0.53 -0.09
H27 -2.02 2.90 1.91
F1 -4.90 -1.49 -1.22
H28 -4.00 -1.39 0.60
C17 -8.56 -3.19 -3.02
Cl3 1.92 1.02 -3.58
H29 2.76 1.45 5.27
O4 -1.46 5.29 -0.19
H30 -8.64 -1.65 -1.55
C18 -1.94 -2.37 -1.01
H31 4.42 7.47 -3.16
H32 -5.56 0.40 0.15
H33 0.37 -3.39 3.12
Cl4 4.61 2.55 6.58
P1 0.13 -1.44 2.15
O5 0.57 -3.93 -1.71
C19 3.35 0.24 -0.48
H34 -3.78 -3.51 -0.90
H35 3.52 1.11 -5.30
Cl5 -7.92 -4.83 -3.26
H36 -4.50 -3.02 2.33
O6 -2.20 -4.89 1.40
C20 -1.22 4.22 0.34
C21 -0.29 -1.11 0.37
C22 -2.54 -0.93 -0.94
H37 -2.46 -2.79 1.54
C23 3.01 1.88 -4.71
C24 -0.68 3.09 -1.64
H38 5.61 -0.22 8.83
C25 -4.35 -3.79 1.56
H39 -2.15 -0.51 1.11
H40 -2.61 2.74 -2.53
H41 1.97 -0.82 -1.68
C26 5.61 0.36 7.91
C27 4.02 2.73 -3.99
Cl6 5.64 9.06 -4.40
H42 -1.05 4.24 2.50
H43 -0.07 -1.88 -1.43
H44 2.37 -1.60 -0.11
C28 -3.98 -0.88 -0.37
H45 -2.28 -5.02 2.35
H46 2.39 2.47 -5.39
O7 -0.31 -2.93 2.60
C29 3.18 1.55 1.47
H47 -2.43 2.06 -0.93
H48 1.03 0.51 0.89
O8 4.43 -0.23 -0.80
H49 -2.66 4.58 1.90
C30 2.13 -0.66 -0.60
H50 -2.31 -4.47 -0.85
H51 -8.03 -2.54 -3.72
C31 -1.78 3.96 1.73
Cl7 6.05 5.70 -4.78
H52 -0.29 -4.30 0.11
C32 0.96 -5.31 -1.73
C33 2.88 1.50 4.20
H53 1.19 -3.34 0.18
H54 4.60 0.24 4.18
H55 1.17 2.79 3.84
N2 -0.49 -2.26 -0.57
H56 -4.49 1.16 -0.98
H57 -1.80 -2.65 -2.06
C34 6.42 6.67 -3.33
H58 1.64 -5.58 -0.91
C35 2.01 2.24 3.43
H59 0.19 2.56 -2.02
H60 4.56 2.16 -3.24
H61 -3.97 1.01 0.73
Cl8 5.35 -0.81 6.58

Total charge   +1

Entry 2:
The following is a DFT calculation (the ωB97M-V functional and the def2-TZVPD basis) of a 4-piece molecular cluster, C35H61FN6O9S overall.

Atoms and positions in Å:
F1 2.00 1.95 1.01
H1 4.76 -1.96 -0.36
H2 7.04 -0.49 -1.68
H3 6.34 3.50 2.55
H4 -9.37 -3.56 -1.05
C1 -1.82 1.85 -0.58
H5 0.37 3.00 -2.33
C2 4.21 2.82 -2.57
H6 2.96 -2.60 -1.58
H7 5.79 -4.01 -3.57
H8 -7.81 -3.71 2.19
H9 -8.77 -2.18 2.27
C3 -4.39 0.90 -2.67
H10 4.97 0.42 -2.20
C4 8.00 -3.98 1.40
H11 -6.84 -2.35 -2.57
O1 4.04 4.11 -0.66
N1 2.15 0.32 5.48
N2 8.87 -2.94 1.56
O2 4.44 2.38 1.12
H12 -9.98 -2.07 -0.24
H13 6.19 -3.97 -1.86
C5 1.93 -0.48 4.38
C6 5.46 1.68 1.82
H14 -2.27 1.41 4.30
H15 6.34 1.49 1.21
H16 -3.19 3.41 -0.12
H17 2.13 -0.13 6.38
H18 -3.53 0.68 -3.28
C7 -5.52 2.45 -1.25
H19 0.21 3.09 -0.59
C8 4.06 1.86 -0.15
H20 -7.02 -2.16 2.21
H21 -5.94 -3.19 -0.28
C9 6.62 -1.17 -0.95
H22 3.82 -4.08 -1.91
H23 6.56 3.65 0.03
O3 -2.51 3.35 2.76
N3 1.97 0.18 3.19
H24 1.81 -0.36 2.35
C10 -7.90 -2.69 1.84
H25 -6.79 -4.48 0.52
C11 -2.59 3.10 -0.98
C12 -6.53 0.33 -1.75
H26 2.35 1.30 5.43
O4 1.92 4.68 -0.20
H27 6.97 -2.88 -2.96
O5 -3.36 2.96 -2.17
C13 3.57 -3.10 -2.32
H28 -9.81 -3.60 0.64
H29 -9.76 -0.44 -2.18
H30 9.54 -2.89 2.31
C14 -6.92 -3.68 -0.20
H31 7.44 -5.74 2.25
H32 -7.15 -4.04 -1.20
H33 -9.45 0.45 -0.69
H34 3.04 -3.21 -3.27
H35 2.15 1.16 3.10
H36 -1.44 2.02 0.43
H37 2.10 1.43 -2.19
C15 0.34 2.40 -1.42
O6 4.43 0.55 -0.17
C16 2.73 3.82 -0.35
H38 8.72 -4.95 3.11
H39 -8.10 -0.54 0.61
C17 5.88 2.61 2.97
H40 8.84 -2.20 0.88
C18 -6.56 1.56 -1.12
H41 1.35 0.63 -0.83
O7 7.20 -4.03 0.48
H42 7.19 -2.08 -0.85
C19 -7.93 -2.62 0.29
H43 5.09 0.76 2.26
H44 4.98 2.93 3.48
N4 -1.42 1.92 4.15
N5 8.08 -4.97 2.34
S1 6.45 3.16 -1.22
H45 -6.47 -1.00 0.24
H46 -8.61 -2.30 -2.61
H47 -0.31 4.46 2.50
C20 -7.51 -1.18 -0.05
C21 -9.38 -2.96 -0.13
C22 -7.72 -0.64 -1.49
H48 -8.87 1.05 -2.28
C23 3.90 2.66 -3.71
H49 6.54 2.09 3.66
H50 -1.89 3.91 -1.16
C24 -5.44 0.02 -2.52
H51 4.84 -1.71 -3.40
C25 2.56 2.28 -0.23
H52 6.67 -0.66 0.01
C26 -7.71 -1.70 -2.60
H53 -2.46 0.97 -0.53
O8 -0.77 1.52 -1.47
C27 4.43 -0.13 -1.43
H54 3.63 2.51 -4.73
C28 4.91 -2.33 -2.50
C29 -4.44 2.11 -2.02
C30 6.02 -3.35 -2.74
C31 -9.03 0.18 -1.66
H55 -5.53 3.41 -0.75
O9 1.71 -1.67 4.48
C32 5.14 -1.46 -1.26
H56 -7.69 -1.18 -3.56
C33 -1.48 3.01 3.31
N6 -0.30 3.67 3.12
H57 -5.35 -0.93 -3.02
C34 4.67 2.88 -1.18
C35 1.64 1.60 -1.23
H58 -7.40 1.83 -0.50
H59 -0.58 1.62 4.60
H60 3.41 -0.33 -1.78
H61 0.56 3.40 3.55

Entry 3:
The following is a DFT calculation (the ωB97M-V functional and the def2-TZVPD basis) of a 7-piece molecular cluster, C35H62BrF3O18S6 overall.

Atoms and positions in Å:
C1 -1.36 2.91 5.05
H1 -3.43 -7.33 0.06
O1 -3.62 3.82 2.46
H2 0.94 1.46 1.29
H3 -5.09 -10.85 5.71
S1 1.21 1.12 -1.63
H4 3.33 -4.08 3.28
S2 5.13 3.04 -6.57
O2 1.27 5.01 -6.62
H5 -0.03 7.38 -6.26
H6 4.36 5.98 -8.48
Br1 -3.88 3.07 6.70
C2 -5.17 -8.28 6.80
O3 4.45 1.89 -7.13
H7 -0.78 3.40 -6.88
H8 5.61 6.06 -7.25
C3 1.11 5.27 3.18
H9 1.76 3.49 0.48
H10 -2.98 4.36 -6.99
H11 1.28 -0.98 -2.77
C4 -2.25 2.16 4.07
S3 0.26 5.11 -5.60
H12 -0.46 2.11 0.49
H13 1.28 5.30 4.26
S4 -0.23 -6.10 1.15
C5 -4.16 -10.30 5.87
C6 1.00 3.57 1.26
C7 1.67 -2.75 3.64
C8 6.50 3.47 -7.63
O4 -1.93 0.73 4.29
H14 0.66 -2.60 3.26
H15 0.03 5.33 3.03
H16 0.58 3.06 -2.84
C9 2.47 -1.46 3.50
H17 -4.60 -10.03 7.98
C10 -1.81 6.20 -6.79
H18 -5.59 -7.35 4.87
H19 -2.87 4.99 -5.35
H20 -1.75 4.16 1.57
C11 -2.44 3.34 1.77
H21 -1.07 6.92 -4.88
C12 -4.23 -9.45 7.13
H22 -3.31 -10.98 5.84
F1 -3.61 5.90 1.63
O5 -1.56 4.48 6.80
C13 -2.35 -7.29 0.19
H23 3.41 -1.51 4.05
C14 4.15 4.51 -6.90
F2 -4.71 5.43 3.44
H24 -3.31 2.17 4.27
O6 -0.44 2.14 2.62
H25 6.91 2.56 -8.08
H26 -2.48 -5.46 1.35
H27 3.23 4.19 -7.36
H28 -0.71 2.18 5.53
H29 0.73 0.66 -4.50
H30 2.02 2.75 -4.74
H31 3.32 2.10 -3.75
H32 1.79 -4.68 2.65
O7 -0.04 -5.29 2.33
C15 -1.88 -8.19 1.34
C16 -1.81 2.21 2.59
O8 -2.42 0.98 2.14
C17 2.40 -3.79 2.79
H33 1.61 6.11 2.70
C18 -2.07 3.62 6.19
C19 1.67 3.96 2.59
C20 -1.08 3.97 -6.00
H34 -3.24 -9.07 7.38
O9 4.24 -0.97 1.59
H35 -1.87 -5.20 -0.31
H36 7.26 3.95 -7.02
H37 -3.98 -6.95 5.53
H38 -0.18 -7.93 2.69
O10 -2.61 -8.82 4.34
C21 -1.89 -5.88 0.54
C22 -2.26 0.08 3.16
O11 0.69 -6.02 0.05
H39 0.30 4.38 1.00
H40 -2.60 6.94 -6.82
O12 -2.41 -1.09 3.04
F3 -2.54 5.48 3.50
H41 -2.80 2.92 0.83
O13 2.06 1.11 -0.48
S5 -4.01 -9.10 4.54
S6 2.87 -1.37 1.76
H42 -1.89 -7.61 -0.75
H43 -6.20 -8.64 6.75
C23 1.86 -0.06 -2.81
C24 1.77 0.66 -4.16
H44 1.61 3.18 3.35
H45 2.89 -0.26 -2.54
H46 1.92 -0.56 3.79
H47 5.30 3.89 -9.38
C25 5.90 4.44 -8.64
C26 2.71 -3.14 1.44
O14 0.61 4.98 -4.21
C27 0.21 2.26 1.33
C28 5.00 5.38 -7.84
H48 3.64 -3.50 1.01
C29 -2.31 4.84 -6.28
H49 3.94 5.01 -5.96
H50 -1.42 6.09 -7.81
O15 5.57 3.04 -5.19
H51 1.90 -3.27 0.72
H52 -1.23 3.30 -5.16
H53 -0.73 3.67 4.58
H54 2.73 4.12 2.41
C30 -4.74 -7.73 5.44
H55 0.27 -8.41 1.03
H56 -5.13 -7.51 7.57
C31 -3.61 5.13 2.74
O16 -4.87 -9.49 3.45
H57 6.68 4.98 -9.18
H58 1.60 -3.06 4.68
H59 -2.48 -8.00 2.22
O17 1.80 -0.68 1.08
C32 -0.68 6.61 -5.85
H60 2.37 0.17 -4.92
C33 1.54 2.59 -2.62
H61 -1.98 -9.24 1.10
H62 2.16 3.27 -2.05
C34 -0.42 -7.82 1.63
C35 2.24 2.09 -3.90
O18 -0.22 0.94 -1.54

Entry 4:
The following is a DFT calculation (the ωB97M-V functional and the def2-TZVPD basis) of a 3-piece molecular cluster, C35H62FN4O7 overall.

Atoms and positions in Å:
H1 -3.18 -2.81 4.72
H2 -2.72 3.19 -5.04
H3 -0.75 -0.52 -1.38
H4 -1.13 -2.82 2.78
C1 -3.18 -1.99 0.74
H5 6.05 0.30 1.59
H6 -2.12 8.82 -4.17
C2 -2.18 -3.15 2.83
H7 -0.76 -0.94 1.67
H8 1.22 -3.90 1.04
C3 0.90 -6.95 -3.02
H9 -1.89 -2.75 -0.95
O1 4.11 3.39 -1.98
H10 -2.15 -4.16 3.27
H11 -3.77 5.30 -5.53
H12 2.82 4.47 0.79
C4 -2.95 3.86 -4.21
H13 0.53 -4.85 -2.87
C5 -2.50 -0.88 4.05
H14 3.32 -5.33 0.08
N1 1.71 -5.31 -1.23
H15 -1.62 -1.00 4.70
H16 -3.26 9.20 -5.45
H17 2.21 -7.69 0.14
O2 5.52 -2.04 1.46
H18 2.18 -5.24 -3.26
C6 3.37 3.97 -1.25
C7 3.30 3.65 0.25
H19 0.16 -7.36 -2.34
H20 1.75 -7.64 -3.07
H21 4.78 -2.28 4.80
O3 4.25 -0.42 2.43
H22 4.92 1.47 2.23
H23 -0.72 6.31 -1.66
N2 -1.25 4.46 4.74
O4 0.07 4.54 -0.46
C8 -2.71 6.26 -2.48
H24 -1.93 0.24 -0.29
H25 0.46 -6.93 -4.02
H26 4.86 1.72 -0.10
H27 -4.05 -2.20 3.29
H28 -2.94 -1.13 1.38
C9 0.68 0.31 0.61
C10 0.37 4.02 0.57
C11 2.99 -5.87 -0.81
C12 3.75 -2.74 2.87
H29 -3.16 6.97 -1.79
C13 -3.04 5.29 -4.71
H30 -4.70 -0.16 3.00
C14 0.61 -5.49 -0.31
C15 -0.30 -0.87 0.68
H31 1.67 -5.53 1.58
O5 0.09 4.67 1.78
H32 -4.35 8.11 -3.45
C16 3.04 -7.37 -0.49
C17 -2.79 8.38 -4.91
C18 4.62 -1.71 2.18
C19 4.99 0.53 1.67
H33 -2.17 -3.94 0.77
H34 -5.10 1.06 4.24
C20 1.35 -5.54 -2.62
C21 -1.06 4.18 3.63
H35 -2.82 5.29 -1.98
C22 0.14 1.57 0.65
H36 4.30 3.47 0.64
H37 -4.67 7.36 -4.98
H38 -0.26 -4.94 -0.70
C23 4.35 0.84 0.28
C24 -2.37 -1.83 -0.61
H39 -0.73 6.00 -3.39
H40 -3.76 -3.89 1.59
H41 -2.15 3.74 -3.47
H42 -3.89 3.54 -3.76
C25 -3.07 -2.28 3.77
H43 0.30 -1.78 0.50
H44 2.70 -2.61 2.59
H45 3.74 -5.65 -1.57
C26 -3.88 7.53 -4.24
H46 3.89 -3.79 4.75
C27 -1.21 6.57 -2.59
N3 -3.49 6.23 -3.70
H47 -0.92 1.73 0.76
H48 -2.20 7.81 -5.63
H49 -4.24 -1.96 0.47
C28 -2.82 -3.34 1.42
H50 2.35 -0.83 0.52
O6 -0.96 3.89 2.36
H51 4.50 0.00 -0.40
O7 -3.48 -0.07 4.70
C29 2.38 2.44 0.41
H52 -2.08 5.58 -5.15
H53 -3.08 -1.51 -1.38
H54 2.98 -2.30 4.87
N4 2.00 0.12 0.52
H55 3.96 -7.60 0.05
C30 2.86 1.17 0.41
H56 4.04 -3.73 2.52
C31 1.00 2.64 0.55
H57 -3.73 1.33 3.15
C32 0.90 -4.94 1.08
C33 -1.35 -0.67 -0.47
H58 3.04 -7.98 -1.39
C34 -4.28 0.56 3.72
C35 3.87 -2.75 4.42
H59 -2.18 -0.34 3.15
H60 -1.02 7.63 -2.76
H61 0.30 -6.54 -0.22
H62 0.00 -4.99 1.70
F1 2.54 4.92 -1.71

Total charge   +1

| no. | E_tot (eV) |
| --- | --- |
| 1 | -168826.647 |
| 2 | -78204.910 |
| 3 | -217360.414 |
| 4 | -60299.518 |